# 1
Density functional theory data (ωB97M-V with the def2-TZVPD basis set) for 2 unconnected molecules or ions with the total composition C4H7NO2.

```
14
Properties=species:S:1:pos:R:3:nbo_charge:R:1
O -0.14614 1.99263 1.90072 -0.95
C 0.63008 0.12383 -1.25049 -0.28
C 1.19358 -1.01978 -0.87636 0.11
O 0.57017 -1.89986 -0.01119 -0.49
C -0.51358 -1.39702 0.64148 0.40
N -1.14280 -0.32898 0.40194 -0.49
C -0.74768 0.47589 -0.75621 -0.29
H -0.79426 1.27596 1.81218 0.48
H 1.17275 0.80343 -1.89705 0.23
H 2.17560 -1.37521 -1.16039 0.20
H 0.69593 1.54700 1.73094 0.46
H -0.79561 -2.05063 1.46333 0.18
H -1.49887 0.32637 -1.54491 0.21
H -0.79918 1.52637 -0.45400 0.23
```

Computed properties:
Relative energy (zero: lowest compared OMol25 entry of this formula, charge and spin) (eV): 1.840
SMILES: C1=COC=NC1.O
Gap between HOMO and LUMO (eV): 10.08
E_tot (eV): -9845.4396

# 2
Density functional theory data (ωB97M-V with the def2-TZVPD basis set) for a molecular structure, C25H29F12N4ORb.

```
72
Properties=species:S:1:pos:R:3:lowdin_charge:R:1
Rb 0.66048 1.87548 0.47600 0.63
C 1.87707 1.10712 3.98737 -0.08
C 0.59101 0.44192 4.45985 -0.26
N -0.30373 0.04350 3.37000 -0.17
C -1.70736 0.20417 3.74840 -0.27
C -2.17415 1.64899 3.82041 -0.07
C -0.10536 -1.34988 2.96661 -0.20
C 1.31208 -1.79817 2.64032 -0.27
N 1.82860 -1.14356 1.46174 0.01
C 2.90455 -1.64572 0.89786 -0.23
C 3.33436 -1.10286 -0.35927 -0.16
F 2.62837 -0.05717 -0.85354 0.00
C 4.37926 -1.58029 -1.09551 -0.24
F 4.64432 -0.99992 -2.29632 0.04
C 5.17302 -2.64221 -0.67551 0.00
C 4.82382 -3.16969 0.55474 -0.25
F 5.56699 -4.19425 1.05270 0.04
C 3.76942 -2.71569 1.31289 -0.14
F 3.59612 -3.31311 2.52995 0.03
H 2.54718 1.28333 4.83415 0.07
H 1.67695 2.07277 3.52026 0.04
H 2.39850 0.49704 3.25162 0.05
H 0.05453 1.14538 5.10054 0.09
H 0.81622 -0.43281 5.09376 0.11
H -1.90128 -0.30811 4.71180 0.11
H -2.30605 -0.31881 2.99802 0.10
H -1.61579 2.22835 4.55798 0.06
H -3.22962 1.68520 4.10269 0.07
H -2.06568 2.13537 2.85813 0.05
H -0.73908 -1.52795 2.09218 0.11
H -0.46844 -2.01155 3.77944 0.12
H 1.23844 -2.88727 2.50335 0.11
H 1.95253 -1.66225 3.52299 0.10
H 5.99808 -3.01917 -1.25771 0.11
F -1.46421 3.13608 -1.05269 -0.17
C -2.33222 2.69178 0.00838 -0.29
F -1.82135 3.45550 1.09286 -0.13
C -3.62771 3.39778 -0.34356 -0.61
F -4.55348 3.21123 0.62467 0.10
F -3.57682 4.74140 -0.54726 0.09
F -4.14989 2.88049 -1.48674 0.09
N 3.03455 4.68447 0.56583 -0.23
C 2.64359 3.95023 1.38593 -0.53
C -0.27578 -2.76518 -0.76667 -0.06
C -1.43695 -1.96194 -1.30660 -0.29
O -2.29539 -1.60382 -0.24296 -0.16
C -3.32057 -0.72130 -0.66101 -0.29
C -4.17289 -0.36620 0.53152 -0.08
H 0.35461 -3.11040 -1.59058 0.08
H -0.63629 -3.63929 -0.21991 0.08
H 0.33924 -2.15882 -0.09673 0.05
H -2.00898 -2.54641 -2.04774 0.11
H -1.07145 -1.06225 -1.81184 0.10
H -3.92312 -1.20746 -1.44688 0.11
H -2.88021 0.19382 -1.07175 0.09
H -4.55138 -1.26667 1.02143 0.07
H -5.01504 0.25034 0.21232 0.07
H -3.58868 0.22538 1.23847 0.05
F 1.10095 1.29572 -7.69060 0.13
C 0.06049 0.69627 -7.07508 -0.58
F -1.05693 1.27518 -7.54836 0.13
F 0.05158 -0.58175 -7.51151 0.13
C 0.17035 0.77662 -5.58175 -0.13
C 1.25229 0.18086 -4.94973 0.01
C 1.33247 0.27082 -3.57023 -0.10
N 0.42501 0.90286 -2.82677 0.09
C -0.60660 1.47168 -3.44460 -0.10
C -0.77956 1.43549 -4.82357 0.02
H 2.01694 -0.33931 -5.51094 0.12
H 2.16380 -0.17178 -3.03463 0.10
H -1.32116 1.97728 -2.80938 0.10
H -1.63456 1.91313 -5.27920 0.12
```

Computed properties:
Relative energy (zero: lowest compared OMol25 entry of this formula, charge and spin) (eV): 0.000
Gap between HOMO and LUMO (eV): 5.70
Total charge: -2
E_tot (eV): -67669.0849

# 3
Density functional theory data (ωB97M-V with the def2-TZVPD basis set) for a molecular structure, C50H112Br3N7O7 at a distorted geometry.

```
179
Properties=species:S:1:pos:R:3:lowdin_charge:R:1
C 4.34770 5.09689 2.86785 -0.03
C 4.31097 6.12496 3.99157 -0.43
C 3.82342 5.42876 5.26935 -0.11
C 4.17356 6.28098 6.47633 -0.19
C 5.62113 6.45813 6.70613 -0.09
C 6.22842 7.25404 5.50650 -0.42
N 5.69876 6.70261 4.12858 0.01
O 6.35053 6.83979 3.16744 0.24
C 7.73484 7.19772 5.36652 -0.01
C 5.83818 8.67505 5.48319 -0.02
C 3.46036 7.37474 3.62936 0.03
H 4.81034 4.16741 3.12897 0.09
H 4.74082 5.44738 1.90135 0.10
H 3.26479 4.87235 2.60271 0.04
H 4.27669 4.44856 5.33261 0.13
H 2.73230 5.35541 5.18862 0.08
H 3.70528 5.86273 7.37087 0.13
H 3.68329 7.18920 6.25603 0.08
H 6.16798 5.50617 6.69935 0.14
H 5.89778 7.05878 7.59532 0.15
H 8.06843 7.73926 4.56096 0.07
H 8.19066 6.18654 5.35181 0.12
H 8.10765 7.65023 6.25304 0.10
H 6.36269 9.20997 6.28349 0.12
H 4.80270 8.88552 5.78350 0.09
H 6.08906 9.15306 4.55889 0.11
H 3.44738 8.09708 4.44079 0.07
H 2.45336 6.98960 3.33649 0.09
H 3.93387 7.83033 2.77647 0.10
C 2.54467 -10.46744 2.82053 0.00
C 2.32296 -9.07949 3.26670 -0.16
C 1.10036 -8.38584 2.84541 -0.13
C -0.14686 -9.03843 3.54987 -0.19
C -4.06616 -11.80071 2.31750 0.12
C -0.89810 -9.69180 2.58608 0.00
N 5.06150 -19.32961 2.45216 0.28
O 5.32135 -18.43963 3.11166 0.17
C -1.14684 -10.14934 1.34618 0.04
C -0.75277 -8.38463 4.93597 0.00
C 3.05823 -8.44028 4.40661 0.03
H 2.17845 -10.65399 1.78879 0.12
H 1.83743 -11.14712 3.31249 0.13
H 3.63648 -10.74639 2.99070 0.13
H 0.89989 -8.77648 1.84905 0.11
H 1.34046 -7.34420 2.83192 0.13
H -3.82504 -12.56746 1.69911 -0.07
H 7.50575 -9.72609 2.70535 -0.22
H -4.26686 -10.59497 2.19400 0.06
H -3.73422 -11.93552 3.31479 -0.05
H -1.57373 -9.57956 0.66297 0.00
H 4.44610 -8.80446 -5.87950 -0.18
H -1.06867 -11.22984 1.23278 0.08
H 0.18403 -8.31475 5.53755 0.07
H -1.63672 -8.88267 5.35608 0.08
H -1.28994 -7.54703 4.44928 0.09
H 3.73981 -9.06917 5.09764 0.14
H 2.14380 -8.67799 4.90579 0.07
H 3.24949 -7.29180 4.55359 0.17
C -2.47847 6.15410 4.38134 -0.04
C -1.48005 7.02019 5.14688 -0.39
C -2.20801 7.65240 6.38989 -0.10
C -2.71414 6.54952 7.31366 -0.16
C -1.67384 5.55936 7.82113 -0.14
C -0.85852 4.89064 6.75808 -0.37
N -0.42037 6.10038 5.82683 -0.02
O 0.66504 6.39376 5.92906 0.16
C -1.66586 3.69415 5.97598 0.01
C 0.37174 4.32891 7.46699 -0.03
C -0.74533 8.11878 4.34678 0.01
H -2.14056 5.67292 3.49298 0.03
H -3.20072 6.89309 4.04614 0.11
H -3.09267 5.46834 4.97147 0.08
H -2.99979 8.32664 6.07413 0.14
H -1.41281 8.21896 6.87752 0.13
H -3.57037 6.26113 6.78836 0.09
H -3.05139 6.97936 8.22650 0.12
H -2.07583 4.77445 8.47886 0.15
H -0.98176 6.12343 8.47070 0.14
H -2.68906 3.78121 6.42503 0.10
H -1.19889 2.70533 6.14828 0.10
H -1.65250 3.87599 4.94679 -0.03
H 0.11702 3.49669 8.05239 0.08
H 0.88275 5.07879 8.07775 0.09
H 1.11634 4.00034 6.69829 0.10
H -0.43220 7.68003 3.45484 0.05
H 0.13259 8.42736 4.89046 0.08
H -1.43104 8.98212 4.23744 0.12
C -3.92934 -8.06651 -3.04328 0.03
C -2.47901 -7.48576 -3.38816 -0.43
C -1.33519 -8.20041 -2.65385 -0.11
C -0.92753 -9.58020 -3.25119 -0.15
C -0.50497 -9.40774 -4.76747 -0.07
C -1.74741 -8.88408 -5.58689 -0.40
N -2.40573 -7.69583 -4.84777 0.00
O -2.94200 -6.84853 -5.50333 0.22
C -2.89600 -9.98504 -5.60612 0.01
C -1.48944 -8.49414 -7.03776 -0.01
C -2.53756 -6.00645 -2.93057 -0.01
H -3.99475 -9.13591 -3.15051 0.07
H -4.70073 -7.51466 -3.60281 0.11
H -3.99090 -7.87441 -2.01262 0.07
H -1.64543 -8.30000 -1.60289 0.12
H -0.53619 -7.53402 -2.73782 0.10
H -1.65746 -10.37167 -3.11525 0.10
H -0.08042 -9.91632 -2.67530 0.11
H -0.22908 -10.40031 -5.11224 0.13
H 0.29773 -8.66861 -4.77525 0.12
H -3.74267 -9.44871 -5.97931 0.08
H -3.10558 -10.46598 -4.61663 0.08
H -2.56400 -10.85329 -6.28198 0.14
H -0.90662 -7.55699 -7.17054 0.12
H -2.40788 -8.53994 -7.60864 0.09
H -0.87225 -9.31802 -7.40541 0.11
H -3.48004 -5.51910 -3.34880 0.10
H -1.74841 -5.39404 -3.34224 0.09
H -2.67710 -6.03790 -1.83018 0.11
C 2.75929 4.17106 -7.32596 -0.01
N 2.23274 5.58597 -7.20095 -0.33
C 2.25612 6.13394 -5.80427 -0.02
C 3.21473 6.44918 -7.94273 -0.02
C 0.80638 5.78099 -7.91109 -0.05
C -0.32646 4.97651 -7.36152 -0.22
O -0.18345 3.56185 -7.76817 -0.12
H 2.86108 4.00168 -8.42349 0.12
H 2.00634 3.50736 -6.86038 0.00
H 3.70558 3.94776 -6.84712 0.11
H 1.49016 5.59498 -5.25920 0.03
H 2.05413 7.21519 -5.78668 0.11
H 3.21705 5.90116 -5.33252 0.11
H 4.21940 6.35200 -7.50948 0.12
H 2.76166 7.48819 -7.84331 0.13
H 3.16008 6.20131 -8.97514 0.09
H 0.92899 5.54209 -8.98198 0.15
H 0.55800 6.78502 -7.67226 0.12
H -1.29134 5.39512 -7.56043 0.13
H -0.16962 4.93276 -6.30373 0.01
H 0.01522 3.09772 -7.02620 -0.17
C -1.15689 1.23830 0.46545 0.01
N -0.68634 2.06351 -0.70042 -0.34
C -0.99881 3.51862 -0.24073 0.00
C 0.79352 1.96047 -0.95663 0.00
C -1.37596 1.75165 -2.01569 -0.14
C -1.02749 0.38013 -2.52698 -0.27
O -1.59598 -0.64119 -1.74035 -0.10
H -2.30273 1.24934 0.43913 0.14
H -0.82793 1.69998 1.36941 0.07
H -0.82403 0.23539 0.31609 0.08
H -0.67158 4.22889 -0.95273 0.09
H -0.40199 3.57285 0.70004 -0.03
H -2.04359 3.63033 0.06641 0.11
H 1.06438 0.90732 -0.88592 0.10
H 1.40612 2.45092 -0.17168 0.12
H 0.96459 2.36496 -1.94936 0.05
H -1.08667 2.56332 -2.64876 0.03
H -2.45723 1.85530 -1.74295 0.15
H 0.09240 0.30940 -2.53890 0.12
H -1.29441 0.25269 -3.54398 0.08
H -1.82636 -1.37211 -2.32822 -0.01
C -6.74781 0.69207 -4.02449 -0.03
C -6.03964 0.94898 -5.38731 -0.33
C -4.73982 1.83162 -5.24933 -0.15
O -4.08834 1.75760 -6.53214 -0.21
C -2.70109 2.03787 -6.46230 -0.10
N -5.55484 -0.29816 -5.95980 0.11
H -4.84524 0.04840 -6.63305 0.14
H -5.01030 -0.91074 -5.19767 -0.13
H -6.27481 -0.79631 -6.41731 0.14
H -7.06633 -0.38843 -3.85784 0.10
H -7.63943 1.34551 -3.84218 0.10
H -5.98001 0.90509 -3.31722 0.05
H -6.72498 1.44780 -6.04157 0.14
H -4.09307 1.42241 -4.45635 0.11
H -5.11450 2.85734 -5.08133 0.14
H -2.42439 3.01548 -6.14900 0.05
H -2.28317 1.95330 -7.46120 0.09
H -2.23720 1.27118 -5.78292 0.09
Br 0.48886 4.39928 3.05885 -0.18
Br -3.81502 -2.01049 -4.06134 -0.14
Br 0.50888 2.93789 -4.84603 0.06
```

Computed properties:
Gap between HOMO and LUMO (eV): 1.22
Total charge: +4
E_tot (eV): -288493.4580

Number 1: LUMO 0.0280 Ha. Number 2: LUMO 0.1432 Ha. Number 3: LUMO -0.3448 Ha.